[1]
This record from the OMol25 dataset describes C30H19IrN6O3S4 as an isolated structure. The level of theory is ωB97M-V with the def2-TZVPD basis set.

```
! wB97M-V def2-TZVPD RIJCOSX def2/J DEFGRID3
* xyz 1 2
Ir 0.860 0.218 -0.930
C 2.562 -3.503 -0.813
O 1.883 -3.326 0.506
C 1.492 -2.065 0.538
N 1.887 -1.337 -0.432
C 2.742 -2.067 -1.358
C 1.845 -2.677 -3.722
C 2.790 -3.363 -4.478
C 2.390 -4.390 -5.322
C 1.050 -4.737 -5.406
C 0.105 -4.053 -4.653
C 0.501 -3.023 -3.814
C 0.610 -1.405 1.517
C 0.286 -1.911 2.761
C -0.528 -1.155 3.587
C -1.041 0.043 3.117
C -0.706 0.461 1.837
N 0.152 -0.210 1.066
C -1.394 1.610 1.187
N -1.529 1.562 -0.081
C -2.076 4.226 0.226
C -2.565 3.671 1.556
O -1.826 2.525 2.040
C -0.729 4.876 0.194
C 0.194 4.725 1.223
C 1.438 5.328 1.130
C 1.771 6.071 0.008
C 0.843 6.245 -1.011
C -0.406 5.659 -0.913
H 1.927 -4.142 -1.423
H 3.506 -3.991 -0.596
H 3.768 -1.728 -1.211
H 3.835 -3.083 -4.422
H 3.125 -4.910 -5.921
H 0.739 -5.535 -6.067
H -0.943 -4.316 -4.729
H -0.233 -2.459 -3.251
H 0.675 -2.874 3.064
H -0.785 -1.508 4.576
H -1.721 0.636 3.712
H -2.842 4.917 -0.133
H -3.615 3.381 1.503
H -2.443 4.427 2.326
H -0.041 4.138 2.102
H 2.153 5.208 1.933
H 2.749 6.527 -0.068
H 1.092 6.843 -1.877
H -1.134 5.807 -1.704
O -1.256 3.277 -6.126
C -1.108 3.069 -4.966
S -2.443 3.189 -3.777
C -1.417 2.934 -2.372
C -0.077 2.758 -2.540
S 1.116 2.539 -1.296
S 0.474 2.815 -4.176
S -2.304 2.769 -0.904
N 1.491 -0.359 -2.755
C 2.254 -1.615 -2.754
C 2.849 -0.291 -3.260
C 3.858 0.357 -2.434
N 4.633 0.820 -1.724
C 3.032 -0.091 -4.691
N 3.163 0.064 -5.820
*
```

LUMO (alpha / beta): -4.070 / -4.272 eV
energy relative to the best compared isomer or geometry (same formula, charge and spin): 3.167 eV

[2]
This record from the OMol25 dataset describes C30H20ClF6N5O5Pt as an isolated structure. The level of theory is ωB97M-V with the def2-TZVPD basis set.

```
! wB97M-V def2-TZVPD RIJCOSX def2/J DEFGRID3
* xyz 2 5
Pt -0.417 0.670 -0.437
C -3.269 -1.237 -3.331
C -3.663 -2.404 -2.699
C -3.159 -2.695 -1.438
C -2.268 -1.817 -0.848
N -1.889 -0.695 -1.478
C -2.378 -0.400 -2.684
C -1.660 -2.036 0.486
C -1.972 -3.094 1.326
C -1.318 -3.190 2.543
C -0.357 -2.252 2.885
C -0.088 -1.225 1.998
N -0.753 -1.126 0.843
C 0.947 -0.187 2.207
C 1.805 -0.148 3.291
C 2.763 0.852 3.356
C 2.852 1.780 2.331
C 1.964 1.684 1.277
N 1.033 0.729 1.233
H -3.641 -0.964 -4.308
H -4.359 -3.081 -3.175
H -3.457 -3.600 -0.929
H -2.061 0.535 -3.125
H -2.716 -3.825 1.047
H -1.554 -3.998 3.223
H 0.168 -2.324 3.826
H 1.735 -0.887 4.076
H 3.438 0.902 4.200
H 3.587 2.572 2.343
H 1.983 2.387 0.453
O 2.046 2.545 -5.488
C 2.768 1.553 -4.994
O 3.769 1.155 -5.515
C 2.292 0.907 -3.722
C 2.940 -0.166 -3.107
Cl 4.322 -1.024 -3.524
N 2.243 -0.502 -1.997
N 1.182 0.302 -1.871
C 1.195 1.157 -2.885
C 0.094 2.167 -2.889
O -0.031 2.993 -3.752
O -0.727 2.103 -1.836
C 2.486 -1.522 -1.015
C 3.521 -1.353 -0.109
C 3.715 -2.324 0.864
C 2.882 -3.435 0.915
C 1.858 -3.592 -0.010
C 1.654 -2.629 -0.989
H 1.242 2.755 -4.972
H 4.171 -0.491 -0.179
H 4.530 -2.222 1.569
H 3.052 -4.198 1.663
H 1.236 -4.478 0.013
H 0.882 -2.742 -1.739
C -3.912 2.871 1.592
C -2.378 2.675 1.728
O -2.067 1.480 1.151
C -1.617 3.847 1.059
F -1.660 4.942 1.801
F -2.133 4.106 -0.136
F -0.321 3.513 0.875
C -2.030 2.522 3.246
F -0.698 2.420 3.391
F -2.576 1.402 3.715
F -2.463 3.545 3.955
H -4.187 2.850 0.542
H -4.148 3.849 2.013
H -4.427 2.091 2.146
*
```

LUMO (alpha / beta): -6.861 / -9.218 eV
energy relative to the best compared isomer or geometry (same formula, charge and spin): 0.000 eV

[3]
This record from the OMol25 dataset describes C30H20O25PV as an isolated structure. The level of theory is ωB97M-V with the def2-TZVPD basis set.

```
! wB97M-V def2-TZVPD RIJCOSX def2/J DEFGRID3
* xyz -2 3
O -0.587 0.210 -0.858
V 0.734 -0.051 -1.658
P 3.156 0.150 -1.695
O 2.294 1.393 -1.327
O 2.371 -0.144 -2.961
O 2.475 -1.023 -0.961
O 4.478 -0.002 -2.432
C -2.050 4.579 2.395
C -3.214 4.874 1.754
C -3.465 4.359 0.398
O -4.512 4.498 -0.186
C -2.270 3.767 -0.263
C -1.087 3.535 0.384
C -0.912 3.867 1.787
O 0.083 3.727 2.468
O -0.056 2.967 -0.301
O -4.230 5.478 2.460
H -1.935 4.958 3.400
H -2.296 3.578 -1.326
H 0.762 3.021 0.197
H -4.763 5.918 1.793
C 1.395 4.223 -5.043
C 1.180 3.341 -4.048
C 0.061 2.329 -4.106
O -0.243 1.587 -3.121
C -0.653 2.401 -5.357
C -0.381 3.281 -6.400
C 0.703 4.379 -6.293
O 0.877 5.271 -7.138
O -1.292 3.407 -7.456
O 1.929 3.368 -2.847
H 2.201 4.901 -4.808
H -1.515 1.773 -5.523
H -0.996 4.094 -8.058
H 1.917 2.555 -2.338
C 1.402 1.014 3.628
C 2.235 1.124 4.691
C 3.529 0.438 4.828
O 4.285 0.524 5.776
C 3.971 -0.361 3.686
C 3.183 -0.393 2.556
C 1.846 0.342 2.414
O 1.116 0.526 1.422
O 3.635 -1.058 1.442
O 1.884 1.815 5.794
H 0.400 1.374 3.812
H 4.872 -0.955 3.720
H 3.098 -0.838 0.677
H 2.419 1.514 6.533
C -1.740 -2.022 1.456
C -0.639 -2.766 1.791
C -0.810 -4.055 2.531
O 0.050 -4.877 2.767
C -2.167 -4.321 2.920
C -3.268 -3.616 2.588
C -3.179 -2.371 1.698
O -4.156 -1.664 1.303
O -4.592 -3.934 2.936
O 0.623 -2.393 1.524
H -1.644 -1.087 0.925
H -2.405 -5.037 3.692
H -5.209 -3.390 2.443
H 1.168 -3.027 1.996
C -1.196 -4.130 -1.368
C -1.288 -5.395 -0.845
C -0.154 -6.227 -0.401
O -0.199 -7.388 0.023
C 1.151 -5.499 -0.608
C 1.309 -4.195 -0.921
C 0.137 -3.405 -1.417
O 0.134 -2.267 -1.850
O 2.512 -3.577 -0.890
O -2.482 -5.890 -0.541
H -2.073 -3.561 -1.638
H 2.016 -6.104 -0.383
H 2.453 -2.619 -0.908
H -2.385 -6.822 -0.331
*
```

LUMO (alpha / beta): 1.405 / 1.405 eV

[4]
This record from the OMol25 dataset describes C30H22AsLaN6O11S4 as an isolated structure. The level of theory is ωB97M-V with the def2-TZVPD basis set.

```
! wB97M-V def2-TZVPD RIJCOSX def2/J DEFGRID3
* xyz -2 1
La -0.736 -1.045 0.028
C -0.758 3.473 2.173
O -0.364 2.415 3.101
C -0.008 1.373 2.323
N -0.103 1.482 1.072
C -0.655 2.823 0.784
C 0.185 3.580 -0.224
C 0.209 4.972 -0.232
C 0.938 5.665 -1.192
C 1.648 4.964 -2.160
C 1.610 3.573 -2.167
C 0.881 2.883 -1.208
C 0.557 0.174 3.012
C 0.539 0.033 4.387
C 1.145 -1.086 4.930
C 1.776 -1.987 4.091
C 1.739 -1.753 2.729
N 1.117 -0.710 2.193
C 2.446 -2.652 1.768
N 2.369 -2.526 0.536
C 3.239 -3.522 -0.079
C 3.764 -4.328 1.144
O 3.202 -3.649 2.319
C 4.342 -2.899 -0.898
C 5.125 -3.722 -1.702
C 6.169 -3.200 -2.452
C 6.434 -1.834 -2.416
C 5.644 -1.006 -1.628
C 4.602 -1.537 -0.872
H -1.763 3.790 2.434
H -0.063 4.297 2.307
H -1.642 2.671 0.347
H -0.367 5.534 0.499
H 0.940 6.749 -1.190
H 2.218 5.500 -2.912
H 2.137 3.009 -2.929
H 0.843 1.799 -1.243
H 0.053 0.781 4.999
H 1.138 -1.247 6.002
H 2.292 -2.862 4.464
H 2.614 -4.140 -0.727
H 3.417 -5.358 1.150
H 4.846 -4.298 1.232
H 4.892 -4.781 -1.765
H 6.756 -3.853 -3.088
H 7.230 -1.417 -3.023
H 5.819 0.064 -1.620
H 3.953 -0.889 -0.294
S -1.808 -2.030 -3.210
As 0.134 -2.591 -2.463
S -0.219 -3.738 -0.615
S 1.134 -0.658 -1.966
S 1.433 -3.706 -3.729
O -8.539 1.876 -1.775
N -8.018 0.845 -1.380
O -8.647 -0.155 -1.078
C -6.560 0.801 -1.272
C -5.930 -0.372 -0.879
C -4.577 -0.398 -0.776
C -3.699 0.757 -1.018
O -2.476 0.749 -0.894
C -4.470 1.921 -1.440
C -5.830 1.931 -1.567
N -3.802 3.211 -1.773
O -2.634 3.349 -1.488
O -4.449 4.043 -2.395
N -3.998 -1.702 -0.400
O -2.827 -1.866 -0.618
O -4.728 -2.578 0.023
H -6.496 -1.266 -0.662
H -6.323 2.833 -1.888
O -2.459 -0.493 1.835
C -2.275 -1.650 2.335
O -1.236 -2.332 2.136
H -3.070 -2.085 2.954
*
```

LUMO (alpha / beta): 3.667 / 3.667 eV
energy relative to the best compared isomer or geometry (same formula, charge and spin): 0.000 eV

[5]
This record from the OMol25 dataset describes C30H22BrMnN6O4 as an isolated structure. The level of theory is ωB97M-V with the def2-TZVPD basis set.

```
! wB97M-V def2-TZVPD RIJCOSX def2/J DEFGRID3
* xyz 1 4
Mn 1.311 -0.821 0.706
O 3.059 2.578 4.729
C 2.026 3.263 4.231
C 1.763 4.516 4.785
C 0.700 5.266 4.340
C -0.153 4.785 3.337
C 0.106 3.567 2.768
C 1.217 2.797 3.171
C 1.537 1.570 2.485
O 0.865 1.295 1.300
N 2.381 0.711 2.933
N 2.491 -0.422 2.153
C 3.401 -1.269 2.442
C 3.448 -2.433 1.557
C 4.268 -3.522 1.762
C 4.192 -4.591 0.880
C 3.296 -4.527 -0.171
C 2.501 -3.398 -0.310
N 2.583 -2.366 0.520
H 3.111 1.707 4.294
H 2.408 4.864 5.581
H 0.512 6.236 4.784
H -1.007 5.365 3.019
H -0.571 3.175 2.019
H 4.066 -1.125 3.287
H 4.935 -3.533 2.614
H 4.817 -5.463 1.015
H 3.199 -5.341 -0.875
H 1.779 -3.316 -1.111
Br -5.403 3.437 -2.426
C -4.955 1.659 -2.874
C -4.800 0.722 -1.866
C -4.433 -0.575 -2.189
C -4.250 -0.939 -3.524
C -4.478 -0.001 -4.522
C -4.802 1.307 -4.203
N -3.958 -2.272 -4.008
N -3.223 -3.074 -3.414
C -2.499 -2.749 -2.220
C -2.779 -3.361 -1.032
C -2.042 -3.100 0.143
C -0.976 -2.235 0.121
O -0.238 -1.888 1.166
C -0.600 -1.706 -1.150
N 0.556 -0.972 -1.150
C 0.992 -0.477 -2.289
C 0.311 -0.659 -3.503
C -0.849 -1.383 -3.523
C -1.341 -1.943 -2.324
H -4.976 1.000 -0.835
H -4.336 -1.304 -1.405
H -4.374 -0.303 -5.557
H -4.959 2.041 -4.981
H -3.622 -4.041 -0.992
H -2.318 -3.572 1.077
H 1.924 0.075 -2.262
H 0.720 -0.236 -4.410
H -1.377 -1.543 -4.455
C 1.811 3.360 0.219
C 0.835 2.223 0.201
O 0.078 1.974 -0.665
H 2.194 3.468 -0.793
H 2.634 3.219 0.918
H 1.291 4.280 0.482
*
```

LUMO (alpha / beta): -4.276 / -4.495 eV
energy relative to the best compared isomer or geometry (same formula, charge and spin): 0.473 eV

[6]
This record from the OMol25 dataset describes C30H22CoN3O8Si as an isolated structure. The level of theory is ωB97M-V with the def2-TZVPD basis set.

```
! wB97M-V def2-TZVPD RIJCOSX def2/J DEFGRID3
* xyz 0 1
Co 0.066 1.518 -0.159
O 1.507 1.408 3.755
C 1.194 1.385 2.472
O 0.060 1.220 2.055
C 2.328 1.580 1.536
C 3.671 1.707 1.830
C 4.548 1.876 0.759
C 4.062 1.927 -0.539
C 2.697 1.787 -0.741
N 1.882 1.606 0.284
C 1.964 1.796 -2.072
O 2.569 1.899 -3.113
O 0.678 1.666 -1.925
H 0.693 1.290 4.271
H 4.015 1.673 2.852
H 5.608 1.968 0.947
H 4.699 2.061 -1.402
O -4.362 5.105 -0.145
C -4.712 3.951 -0.679
O -5.822 3.729 -1.094
C -3.660 2.895 -0.767
C -3.877 1.651 -1.332
N -2.734 0.958 -1.242
N -1.781 1.688 -0.652
C -2.317 2.866 -0.357
C -1.384 3.876 0.283
O -1.839 4.975 0.597
O -0.192 3.457 0.433
H -3.402 5.119 0.142
H -4.764 1.245 -1.785
H -2.521 0.030 -1.583
C -3.225 -2.434 2.800
C -3.232 -1.092 2.454
C -2.254 -0.587 1.609
C -1.252 -1.404 1.083
C -1.257 -2.752 1.461
C -2.229 -3.263 2.306
Si 0.050 -0.806 -0.148
C -0.336 -1.569 -1.839
C -0.324 -2.968 -1.927
C -0.655 -3.625 -3.100
C -1.019 -2.895 -4.223
C -1.028 -1.512 -4.167
C -0.680 -0.857 -2.990
C 1.719 -1.467 0.427
C 2.002 -1.695 1.777
C 3.265 -2.087 2.195
C 4.280 -2.254 1.264
C 4.023 -2.033 -0.082
C 2.756 -1.647 -0.493
H -3.986 -2.830 3.459
H -3.996 -0.432 2.845
H -2.269 0.475 1.379
H -0.480 -3.418 1.104
H -2.207 -4.310 2.581
H -0.045 -3.561 -1.065
H -0.632 -4.706 -3.139
H -1.279 -3.404 -5.142
H -1.283 -0.934 -5.045
H -0.621 0.223 -2.996
H 1.217 -1.574 2.516
H 3.456 -2.268 3.245
H 5.266 -2.564 1.585
H 4.808 -2.167 -0.814
H 2.570 -1.488 -1.550
*
```

LUMO (alpha / beta): -1.218 / -1.217 eV

[7]
This record from the OMol25 dataset describes C30H22N6PRuSe2 as an isolated structure. The level of theory is ωB97M-V with the def2-TZVPD basis set.

```
! wB97M-V def2-TZVPD RIJCOSX def2/J DEFGRID3
* xyz 2 6
Ru -0.108 1.063 1.209
C 4.422 0.841 0.546
C 3.125 1.341 0.666
N 2.122 0.529 0.964
C 2.389 -0.770 1.159
C 3.682 -1.238 1.061
N 4.702 -0.435 0.743
C 1.230 -1.639 1.535
C 1.244 -3.016 1.492
C 0.106 -3.729 1.886
C -0.998 -3.006 2.340
C -0.948 -1.627 2.348
N 0.140 -0.971 1.932
C -2.055 -0.737 2.805
C -3.086 -1.172 3.613
N -4.011 -0.339 4.092
C -3.899 0.936 3.762
C -2.873 1.395 2.938
N -1.961 0.558 2.460
C 0.076 -5.208 1.811
C -0.703 -5.956 2.685
C -0.701 -7.337 2.562
N 0.002 -8.003 1.644
C 0.744 -7.272 0.812
C 0.820 -5.888 0.854
H 5.242 1.500 0.288
H 2.893 2.387 0.509
H 3.920 -2.277 1.253
H 2.130 -3.544 1.174
H -1.895 -3.523 2.648
H -3.172 -2.213 3.899
H -4.636 1.623 4.159
H -2.795 2.433 2.646
H -1.276 -5.497 3.480
H -1.292 -7.943 3.238
H 1.309 -7.822 0.069
H 1.423 -5.369 0.122
Se -0.586 0.341 -1.241
P -0.414 2.520 -1.492
Se -0.465 3.424 0.533
C 1.175 2.951 -2.194
C 1.958 1.987 -2.829
C 3.189 2.346 -3.362
C 3.637 3.655 -3.254
C 2.854 4.617 -2.624
C 1.624 4.270 -2.094
C -1.740 3.099 -2.515
C -1.641 2.864 -3.890
C -2.697 3.220 -4.709
C -3.835 3.802 -4.162
C -3.926 4.041 -2.798
C -2.877 3.684 -1.965
H 1.610 0.966 -2.917
H 3.794 1.604 -3.865
H 4.596 3.932 -3.671
H 3.202 5.638 -2.551
H 1.015 5.029 -1.617
H -0.748 2.424 -4.320
H -2.631 3.052 -5.776
H -4.658 4.079 -4.808
H -4.809 4.508 -2.385
H -2.940 3.874 -0.901
*
```

LUMO (alpha / beta): -6.643 / -8.116 eV
energy relative to the best compared isomer or geometry (same formula, charge and spin): 0.198 eV

Number 1: DFT total energy -92671.4377 eV, largest force on an atom 0.6 eV/Å. Number 2: DFT total energy -81180.2562 eV, largest force on an atom 0.2 eV/Å. Number 3: DFT total energy -117597.7294 eV, largest force on an atom 7.6 eV/Å. Number 4: DFT total energy -167969.8876 eV, largest force on an atom 1.6 eV/Å. Number 5: DFT total energy -149953.6739 eV, largest force on an atom 1.0 eV/Å. Number 6: DFT total energy -97825.5976 eV, largest force on an atom 0.9 eV/Å. Number 7: DFT total energy -182957.1190 eV, largest force on an atom 1.3 eV/Å.